No. 1
# C2H9N2S2

2 unconnected molecules or ions with the total composition C2H9N2S2 in a non-equilibrium geometry (ωB97M-V with the def2-TZVPD basis set, the OMol25 dataset).

```
15
Properties=species:S:1:pos:R:3:forces:R:3
S -1.123 0.816 1.839 0.34 -1.43 -0.44
S -1.317 -1.120 0.930 -0.67 0.57 0.31
N -0.739 0.500 -1.553 0.21 0.91 -2.55
N 1.023 1.478 -0.601 0.90 0.25 -1.19
C 0.237 -2.032 0.963 0.30 0.31 3.68
C 0.307 1.333 -1.718 -2.38 -0.89 3.82
H 0.399 2.052 -2.512 0.28 -0.19 -0.62
H 0.175 -2.642 1.904 0.23 0.35 -0.91
H -0.953 0.388 3.107 -0.01 0.11 -0.15
H 1.140 -1.450 1.090 0.03 0.53 -0.17
H 1.935 1.861 -0.777 0.27 0.45 0.62
H -0.585 -0.407 -1.107 -0.39 0.68 0.53
H 0.698 1.344 0.395 0.11 -0.46 -1.38
H 0.391 -2.696 0.180 -0.28 -1.00 -1.80
H -1.589 0.575 -2.140 1.07 -0.21 0.25
```
Positions in Å, forces in eV/Å.

Summary:
**Gap between HOMO and LUMO**: 8.423 eV
**M**: 125.24 g/mol
**E_HOMO**: -12.92 eV
**Energy above the lowest of the compared OMol25 structures with the same formula, charge and spin**: 29.1 kcal per mole
**Multiplicity**: 1
**Charge**: +1
**Electronic energy**: -26863.486 eV

***

No. 2
# C2H9N3

2 unconnected molecules or ions with the total composition C2H9N3 in a non-equilibrium geometry (ωB97M-V with the def2-TZVPD basis set, the OMol25 dataset).

```
14
Properties=species:S:1:pos:R:3:forces:R:3
N 0.713 3.102 2.696 0.23 -0.67 -0.26
N 0.905 -1.447 -2.463 0.16 0.35 -0.85
N -0.904 -1.659 -0.740 1.06 0.37 0.73
C -0.446 -1.938 -2.101 -0.60 1.95 0.41
C -0.145 2.234 3.003 -1.32 -0.54 1.45
H -0.586 -2.995 -2.263 0.25 -0.22 -0.40
H -0.211 1.147 2.831 1.15 0.42 -1.04
H -0.624 -0.714 -0.467 -0.45 0.15 -0.52
H 0.479 3.983 3.151 -0.06 0.08 -0.18
H -0.377 -2.161 -0.027 -0.04 -0.63 -0.41
H 0.849 -0.425 -2.584 -0.11 -0.14 1.15
H -1.001 2.414 3.667 0.00 0.70 0.03
H -1.113 -1.312 -2.703 -0.57 -0.78 -0.23
H 0.968 -1.574 -3.479 0.31 -1.05 0.13
```
Positions in Å, forces in eV/Å.

Summary:
**Gap between HOMO and LUMO**: 10.459 eV
**M**: 75.11 g/mol
**SMILES string**: C=N.NCN
**E_HOMO**: -9.56 eV
**Energy above the lowest of the compared OMol25 structures with the same formula, charge and spin**: 45.7 kcal per mole
**Multiplicity**: 1
**Electronic energy**: -6688.526 eV

***

No. 3
# C2H9N3

2 unconnected molecules or ions with the total composition C2H9N3 in a non-equilibrium geometry (ωB97M-V with the def2-TZVPD basis set, the OMol25 dataset).

```
14
Properties=species:S:1:pos:R:3:forces:R:3
N 0.921 -0.730 0.748 2.63 -0.40 0.96
N -2.947 0.785 -1.963 -4.98 1.36 2.45
N 3.045 -0.697 1.590 -2.86 1.43 1.68
C 2.209 -1.207 0.785 0.95 -0.68 -1.06
C -2.499 1.594 -0.739 3.88 -3.70 -1.58
H 3.833 -0.454 1.108 3.53 -0.46 -0.81
H -3.935 0.291 -1.715 3.15 1.65 -0.79
H -2.461 0.935 0.154 -0.12 0.53 -0.25
H 0.319 -1.232 0.110 -0.66 1.16 0.30
H 1.082 0.231 1.203 -1.87 -1.77 -1.15
H -2.415 0.076 -2.353 1.82 -1.29 -0.16
H -3.140 2.388 -0.578 -1.11 1.70 0.08
H -1.362 1.908 -0.911 -2.61 -0.26 0.26
H 2.680 -1.974 0.078 -1.73 0.72 0.07
```
Positions in Å, forces in eV/Å.

Summary:
**Gap between HOMO and LUMO**: 9.450 eV
**M**: 75.11 g/mol
**SMILES string**: [H]/N=C/N.CN
**E_HOMO**: -8.73 eV
**Energy above the lowest of the compared OMol25 structures with the same formula, charge and spin**: 68.6 kcal per mole
**Multiplicity**: 1
**Electronic energy**: -6687.534 eV

***

No. 4
# C2H9N3O

2 unconnected molecules or ions with the total composition C2H9N3O in a non-equilibrium geometry (ωB97M-V with the def2-TZVPD basis set, the OMol25 dataset).

```
15
Properties=species:S:1:pos:R:3:forces:R:3
O -1.942 -1.348 -1.603 -2.19 2.56 0.01
N 1.440 -0.514 1.804 0.83 -0.77 2.56
N -3.098 0.646 -1.128 -4.80 -2.11 0.00
N 3.035 0.462 0.453 -2.78 -0.78 -0.28
C 1.516 0.007 0.671 1.58 1.19 -2.27
C -2.004 -0.314 -0.818 2.19 -2.00 0.78
H 3.629 0.376 1.224 1.54 -0.49 1.81
H 2.236 -0.647 2.516 -1.86 0.02 -0.96
H -1.235 -1.988 -1.421 0.26 0.30 0.45
H -3.374 1.223 -0.287 0.82 -0.76 -0.79
H 3.361 -0.111 -0.314 0.41 0.51 -0.69
H 2.910 1.444 0.311 0.40 0.86 -1.13
H -4.090 0.267 -1.531 2.44 0.38 1.03
H 0.473 -0.755 1.980 0.10 -0.53 1.05
H -2.854 1.253 -1.857 1.08 1.61 -1.56
```
Positions in Å, forces in eV/Å.

Summary:
**Gap between HOMO and LUMO**: 9.829 eV
**M**: 91.11 g/mol
**E_HOMO**: -17.59 eV
**Energy above the lowest of the compared OMol25 structures with the same formula, charge and spin**: 76.7 kcal per mole
**Multiplicity**: 1
**Charge**: +2
**Electronic energy**: -8716.236 eV

***

No. 5
# C2H9N3O2

2 unconnected molecules or ions with the total composition C2H9N3O2 (ωB97M-V with the def2-TZVPD basis set, the OMol25 dataset).

```
16
Properties=species:S:1:pos:R:3:forces:R:3
O 0.063 2.524 1.849 -0.11 0.08 0.11
O -0.568 0.454 1.250 -0.38 -0.16 -0.05
N 1.498 1.225 0.678 0.06 -0.36 -0.27
N -1.001 -0.518 -1.333 0.25 -0.67 -0.14
N -0.039 -2.722 -2.038 -0.33 -0.35 -0.09
C 0.302 1.476 1.314 0.04 0.12 -0.06
C -0.201 -1.726 -0.998 -0.47 0.60 -0.09
H -0.695 -2.160 -0.130 0.30 -0.16 0.08
H -0.752 0.211 0.303 0.21 0.06 0.13
H -0.239 -2.349 -2.955 0.23 0.16 -0.09
H 0.772 -1.335 -0.706 0.10 -0.13 0.08
H -0.674 -3.505 -1.926 0.03 0.08 0.13
H 1.921 0.311 0.750 -0.28 0.07 -0.05
H -0.671 -0.162 -2.219 0.27 0.43 0.00
H -1.955 -0.785 -1.527 -0.35 -0.12 0.17
H 2.133 1.990 0.734 0.43 0.34 0.13
```
Positions in Å, forces in eV/Å.

Summary:
**Gap between HOMO and LUMO**: 10.525 eV
**M**: 107.11 g/mol
**SMILES string**: NC(=O)O.NCN
**E_HOMO**: -9.89 eV
**Energy above the lowest of the compared OMol25 structures with the same formula, charge and spin**: 3.7 kcal per mole
**Multiplicity**: 1
**Electronic energy**: -10785.883 eV

***

No. 6
# C2H9N4O

A molecular structure, C2H9N4O in a non-equilibrium geometry (ωB97M-V with the def2-TZVPD basis set, the OMol25 dataset).

```
16
Properties=species:S:1:pos:R:3:forces:R:3
O -0.037 1.488 -0.981 0.24 1.56 -0.19
N 0.242 -1.189 1.260 0.19 0.72 -1.08
N -1.142 2.933 0.518 0.52 2.49 -0.52
N -0.030 -0.946 -1.125 -0.14 -0.58 1.77
N 0.740 -2.955 -0.192 0.17 -0.57 0.19
C 0.286 -1.649 0.029 0.35 0.18 -0.26
C 0.011 2.095 0.236 0.34 -1.69 0.76
H -1.136 3.594 -0.294 -0.52 -0.69 0.85
H 0.709 -3.529 0.663 0.03 0.16 -0.39
H -0.044 0.227 -1.034 0.00 -0.59 0.20
H 0.889 2.762 0.391 -0.01 0.00 -0.26
H 0.224 -3.442 -0.920 0.07 -0.09 -0.24
H 0.418 -1.337 -1.938 -0.08 -0.33 0.04
H 0.056 1.342 1.071 0.03 0.39 -0.56
H -1.988 2.413 0.470 -0.61 -0.70 -0.31
H 0.804 -1.808 1.844 -0.58 -0.25 0.00
```
Positions in Å, forces in eV/Å.

Summary:
**Gap between HOMO and LUMO (spin up / spin down)**: 2.821 / 7.207 eV
**M**: 105.12 g/mol
**<S²>**: 0.751
**E_HOMO (spin up / spin down)**: 4.26 / -0.20 eV
**Energy above the lowest of the compared OMol25 structures with the same formula, charge and spin**: 6.6 kcal per mole
**Multiplicity**: 2
**Charge**: -2
**Electronic energy**: -10223.910 eV

***

No. 7
# C2H9N4O

2 unconnected molecules or ions with the total composition C2H9N4O in a non-equilibrium geometry (ωB97M-V with the def2-TZVPD basis set, the OMol25 dataset).

```
16
Properties=species:S:1:pos:R:3:forces:R:3
O -0.452 -1.488 -0.544 -1.25 1.14 0.93
N -1.901 -0.450 0.898 1.38 1.50 -0.61
N 1.270 0.427 1.457 0.44 -1.08 -1.50
N 0.636 -1.208 -1.426 -0.19 0.32 0.05
N -0.838 0.736 -0.786 -0.86 0.04 -1.01
C -1.017 -0.349 -0.089 0.59 -0.95 -0.26
C 0.074 1.537 -1.079 -1.10 0.24 0.96
H -2.087 0.432 1.388 -0.59 -1.02 -0.27
H 0.184 -1.018 -2.332 0.57 -0.82 0.13
H 2.109 0.981 1.462 -0.02 0.75 0.72
H -2.375 -1.313 0.976 -0.60 -0.72 0.79
H 1.121 -2.090 -1.336 0.17 -0.12 -0.83
H 0.782 0.375 2.323 0.19 0.25 0.89
H -0.005 2.292 -1.804 -0.44 0.46 -1.47
H 0.819 1.625 -0.378 2.27 0.04 1.33
H 1.681 -0.490 1.269 -0.54 -0.03 0.14
```
Positions in Å, forces in eV/Å.

Summary:
**Gap between HOMO and LUMO**: 10.269 eV
**M**: 105.12 g/mol
**E_HOMO**: -14.42 eV
**Energy above the lowest of the compared OMol25 structures with the same formula, charge and spin**: 102.6 kcal per mole
**Multiplicity**: 1
**Charge**: +1
**Electronic energy**: -10218.803 eV

***

No. 8
# C2H9N4S

A molecular structure, C2H9N4S in a non-equilibrium geometry (ωB97M-V with the def2-TZVPD basis set, the OMol25 dataset).

```
16
Properties=species:S:1:pos:R:3:forces:R:3
S 1.806 1.473 -0.315 1.16 -2.04 -0.65
N -2.419 1.089 0.272 -0.45 -2.60 0.66
N 1.782 -0.837 0.857 -3.78 -1.32 0.19
N -0.239 0.207 0.905 -3.93 -2.38 0.49
N -0.424 2.274 -0.044 -0.15 -1.83 1.41
C 0.962 0.131 0.429 4.46 1.12 0.92
C -1.067 1.238 0.366 -0.35 1.84 -0.81
H 2.747 -0.772 0.736 1.47 -0.29 -0.18
H -3.038 1.898 0.137 0.65 -0.82 0.08
H 2.887 0.497 -0.504 -1.15 1.85 -0.06
H 0.180 -1.496 -2.119 -0.37 1.42 0.55
H -0.004 -0.771 -1.855 0.34 -1.43 -0.61
H -2.832 0.107 0.303 0.56 2.26 -0.03
H -1.054 2.869 -0.513 -0.55 1.19 -0.79
H 1.298 -1.696 1.155 1.14 0.40 -0.01
H -0.662 -0.694 1.380 0.95 2.65 -1.16
```
Positions in Å, forces in eV/Å.

Summary:
**Gap between HOMO and LUMO**: 9.942 eV
**M**: 121.19 g/mol
**E_HOMO**: -13.75 eV
**Energy above the lowest of the compared OMol25 structures with the same formula, charge and spin**: 32.9 kcal per mole
**Multiplicity**: 1
**Charge**: +1
**Electronic energy**: -19007.685 eV

***

No. 9
# C2H9N5

2 unconnected molecules or ions with the total composition C2H9N5 in a non-equilibrium geometry (ωB97M-V with the def2-TZVPD basis set, the OMol25 dataset).

```
16
Properties=species:S:1:pos:R:3:forces:R:3
N -0.678 -0.529 1.515 1.78 -0.31 1.79
N 3.280 -0.558 -1.199 -1.38 0.38 0.55
N -2.428 -0.470 0.063 0.98 -1.35 0.15
N -2.008 1.370 1.410 -0.79 -1.00 -1.26
N 1.241 0.329 -1.986 -0.91 0.63 0.13
C -1.693 0.170 1.025 -0.60 1.76 -0.15
C 2.203 0.151 -1.041 1.30 -1.53 -0.68
H -1.221 1.882 1.751 0.44 0.03 0.75
H -2.339 -1.517 0.008 -0.81 1.85 0.27
H 3.700 -0.696 -0.268 0.15 0.54 -0.70
H 1.335 -0.011 -2.926 0.22 -0.29 0.10
H 1.996 0.654 -0.126 -0.47 0.30 0.88
H 0.291 0.587 -1.694 1.01 -0.02 -0.23
H -0.240 -0.159 2.334 0.15 0.17 0.11
H -3.286 0.024 0.065 -1.32 -0.25 -0.80
H -0.154 -1.228 1.069 0.25 -0.90 -0.91
```
Positions in Å, forces in eV/Å.

Summary:
**Gap between HOMO and LUMO**: 9.615 eV
**M**: 103.13 g/mol
**SMILES string**: [H]/N=C/N.N=C(N)N
**E_HOMO**: -9.04 eV
**Energy above the lowest of the compared OMol25 structures with the same formula, charge and spin**: 18.3 kcal per mole
**Multiplicity**: 1
**Electronic energy**: -9670.103 eV

***

No. 10
# C2H9N5

A single C2H9N5 molecule in a non-equilibrium geometry (ωB97M-V with the def2-TZVPD basis set, the OMol25 dataset).

```
16
Properties=species:S:1:pos:R:3:forces:R:3
N -2.143 0.067 -0.642 -0.46 -1.35 -0.19
N 0.450 1.142 0.028 -3.60 -1.70 1.83
N 0.347 0.629 1.375 -2.11 1.19 1.12
N -0.919 -0.501 -1.008 -1.52 -0.04 1.60
N 1.060 -0.101 -1.943 -3.40 -0.46 1.29
C 0.231 0.194 -0.953 3.81 0.27 -3.52
C 0.943 -0.766 1.451 -5.99 -1.29 -0.11
H -0.618 1.071 1.879 3.61 -2.68 -1.82
H 1.949 0.282 -2.081 1.36 0.99 0.76
H -0.959 -0.926 -1.895 -0.20 -0.80 -0.99
H 0.645 -1.275 2.420 0.84 0.96 -0.86
H -2.158 1.022 -0.801 0.04 2.18 -0.52
H -2.468 -0.091 0.291 0.45 -0.58 0.49
H 1.959 -0.747 1.240 1.80 0.16 -0.13
H 0.350 -1.472 0.647 1.79 1.53 1.81
H 1.329 1.473 -0.008 3.59 1.63 -0.76
```
Positions in Å, forces in eV/Å.

Summary:
**Gap between HOMO and LUMO**: 9.605 eV
**M**: 103.13 g/mol
**SMILES string**: [H]/N=C(/NN)NNC
**E_HOMO**: -8.72 eV
**Energy above the lowest of the compared OMol25 structures with the same formula, charge and spin**: 95.7 kcal per mole
**Multiplicity**: 1
**Electronic energy**: -9666.746 eV

***

No. 11
# C2H9N5O

2 unconnected molecules or ions with the total composition C2H9N5O (ωB97M-V with the def2-TZVPD basis set, the OMol25 dataset).

```
17
Properties=species:S:1:pos:R:3:forces:R:3
O -0.606 2.107 -0.663 0.05 -0.01 -0.25
N -0.188 -2.275 -0.660 0.03 -0.33 -0.19
N 0.553 -0.419 -1.842 -0.29 0.14 0.04
N 1.507 -0.849 0.213 0.20 0.04 0.13
N 0.369 2.148 1.397 -0.33 -0.09 0.06
N -1.393 0.700 0.935 -0.50 0.15 0.03
C 0.671 -1.175 -0.688 0.03 -0.08 -0.32
C -0.554 1.691 0.477 0.38 -0.01 0.33
H -0.357 -0.451 -2.280 -0.01 -0.09 0.10
H 1.573 -1.571 0.924 -0.09 0.05 0.10
H -1.596 0.638 1.920 0.17 0.01 0.01
H 0.470 1.596 2.232 0.16 -0.10 -0.06
H 0.108 -3.019 -0.047 0.03 0.13 0.15
H 1.248 2.421 0.988 -0.04 0.12 -0.06
H -0.399 -2.660 -1.570 -0.02 0.13 -0.04
H -2.204 0.566 0.352 0.05 0.00 -0.03
H 0.799 0.550 -1.688 0.17 -0.06 0.00
```
Positions in Å, forces in eV/Å.

Summary:
**Gap between HOMO and LUMO**: 9.758 eV
**M**: 119.13 g/mol
**SMILES string**: N=C(N)N.NC(N)=O
**E_HOMO**: -8.97 eV
**Energy above the lowest of the compared OMol25 structures with the same formula, charge and spin**: 0.7 kcal per mole
**Multiplicity**: 1
**Electronic energy**: -11719.480 eV

***

No. 12
# C2H9N6

2 unconnected molecules or ions with the total composition C2H9N6 in a non-equilibrium geometry (ωB97M-V with the def2-TZVPD basis set, the OMol25 dataset).

```
17
Properties=species:S:1:pos:R:3:forces:R:3
N -2.774 -0.206 0.339 -1.11 -1.41 0.57
N -0.135 -2.330 -0.239 0.43 1.23 -0.22
N 2.247 -1.070 0.536 -2.34 0.78 -0.04
N -1.896 0.664 -0.047 2.47 0.81 -2.68
N -0.995 -1.290 -0.171 -0.27 3.28 1.07
N -2.247 -1.381 0.329 -0.35 -0.22 0.04
C -2.165 2.081 -0.375 1.16 -0.23 5.74
C -0.769 0.033 -0.391 -0.47 -2.86 0.12
H 1.639 -0.298 0.928 1.62 -1.08 -0.29
H 3.165 -1.100 0.921 0.49 0.16 0.59
H 2.328 -0.911 -0.455 0.33 0.21 -0.33
H -2.290 2.500 0.665 -0.51 0.02 -1.13
H 0.865 -2.175 0.157 -1.46 -0.39 -0.20
H -1.351 2.642 -0.701 1.94 0.01 -0.94
H 0.139 0.282 -0.852 0.71 1.20 -0.44
H -2.958 2.305 -0.947 -3.05 -0.12 -2.00
H -0.707 -3.119 -0.417 0.40 -1.38 0.14
```
Positions in Å, forces in eV/Å.

Summary:
**Gap between HOMO and LUMO**: 10.405 eV
**M**: 117.14 g/mol
**E_HOMO**: -14.30 eV
**Energy above the lowest of the compared OMol25 structures with the same formula, charge and spin**: 32.3 kcal per mole
**Multiplicity**: 1
**Charge**: +1
**Electronic energy**: -11150.699 eV